{"formula": "C29H44O13S2V2", "method": "ωB97M-V/def2-TZVPD", "species": ["O", "V", "O", "O", "V", "O", "C", "C", "C", "O", "H", "H", "H", "H", "H", "H", "H", "C", "C", "C", "O", "H", "H", "H", "H", "H", "H", "H", "C", "C", "O", "S", "O", "O", "O", "H", "H", "H", "H", "O", "S", "O", "O", "C", "C", "C", "H", "H", "H", "H", "H", "H", "H", "H", "C", "C", "C", "C", "C", "C", "H", "H", "H", "H", "H", "H", "C", "C", "C", "C", "C", "C", "H", "H", "H", "H", "H", "H", "C", "C", "C", "C", "C", "C", "H", "H", "H", "H", "H", "H"], "coordinates": [[-5.259, -0.966, -1.546], [-4.858, -2.445, -1.122], [-4.968, -2.552, 0.430], [-0.478, -4.217, -2.281], [-1.809, -3.551, -2.733], [-1.493, -2.607, -4.003], [-2.071, -5.550, -0.168], [-3.542, -5.619, -0.694], [-4.587, -5.766, 0.462], [-3.814, -4.633, -1.589], [-1.251, -5.892, -0.799], [-2.045, -6.260, 0.659], [-1.833, -4.569, 0.243], [-3.547, -6.544, -1.270], [-4.510, -6.692, 1.031], [-5.646, -5.757, 0.203], [-4.290, -5.092, 1.266], [-0.710, -0.274, -0.815], [-1.408, -1.555, -0.329], [-1.877, -1.311, 1.150], [-2.381, -1.906, -1.265], [-1.315, 0.586, -0.527], [-0.520, -0.287, -1.888], [0.310, -0.276, -0.431], [-0.686, -2.371, -0.293], [-2.017, -2.337, 1.492], [-2.816, -0.760, 1.201], [-1.065, -0.812, 1.679], [-1.966, 0.442, 4.882], [-1.268, 1.329, 3.846], [-2.152, 2.465, 3.861], [-3.712, 1.951, 3.871], [-4.071, 1.514, 2.468], [-4.570, 3.006, 4.407], [-3.395, 0.648, 4.841], [-1.644, 0.748, 5.878], [-1.658, -0.600, 4.793], [-1.285, 0.842, 2.871], [-0.306, 1.752, 4.134], [1.955, 2.148, -5.537], [0.811, 1.783, -4.700], [-0.316, 0.882, -5.088], [1.322, 1.356, -3.188], [2.754, 1.284, -2.986], [3.212, 2.573, -2.318], [0.137, 3.347, -4.128], [3.378, 1.255, -3.879], [3.188, 0.401, -2.517], [3.198, 3.462, -2.950], [4.227, 2.295, -2.036], [2.672, 2.648, -1.375], [0.838, 3.782, -3.417], [-0.886, 3.334, -3.752], [0.235, 4.116, -4.894], [-1.432, 6.198, -0.918], [-0.936, 6.171, 0.390], [-0.412, 5.000, 0.955], [-0.514, 3.740, 0.350], [-1.101, 3.693, -0.883], [-1.623, 4.870, -1.442], [-1.746, 7.089, -1.442], [-0.888, 7.075, 0.978], [0.029, 5.196, 1.922], [0.022, 2.919, 0.803], [-1.203, 2.766, -1.428], [-2.038, 4.832, -2.438], [3.335, -2.473, -2.223], [4.562, -2.224, -2.804], [5.604, -2.237, -1.892], [5.379, -2.313, -0.532], [4.106, -2.555, -0.041], [3.057, -2.536, -0.888], [2.370, -2.433, -2.706], [4.468, -1.883, -3.824], [6.564, -1.827, -2.167], [6.145, -2.171, 0.216], [3.996, -2.730, 1.019], [2.059, -2.562, -0.475], [2.871, 0.467, 4.422], [2.566, 1.782, 4.209], [2.091, 2.101, 2.953], [2.093, 1.198, 1.934], [2.458, -0.139, 2.150], [2.882, -0.560, 3.400], [3.107, 0.089, 5.406], [2.684, 2.530, 4.979], [1.763, 3.126, 2.856], [1.765, 1.591, 0.983], [2.538, -0.953, 1.445], [3.167, -1.585, 3.587]], "mulliken_charge": [-0.569, 1.344, -0.504, -0.549, 1.429, -0.666, -1.361, 0.862, -1.433, -0.726, 0.355, 0.477, 0.139, 0.159, 0.424, 0.310, 0.291, -0.793, 1.032, -1.505, -0.255, 0.267, 0.306, 0.106, -0.019, 0.250, 0.544, 0.036, -0.461, 0.787, -0.369, 1.056, -0.496, -0.561, -0.315, 0.379, 0.328, -0.251, -0.063, -0.613, 1.176, -0.605, -0.217, 0.009, -1.128, -0.984, 0.363, 0.112, 0.303, 0.494, 0.114, 0.290, 0.226, 0.475, -0.709, -0.473, -0.566, 0.457, -0.151, -0.608, 0.393, 0.364, 0.288, 0.073, 0.570, 0.366, -0.640, -0.257, -0.570, -0.420, -0.513, -0.055, 0.442, 0.437, 0.318, 0.372, 0.482, 0.436, -0.362, -0.757, -0.064, -0.120, 0.262, -0.829, 0.346, 0.444, 0.404, 0.077, 0.093, 0.473], "fmax_ev_per_a": 5.028, "lumo_ev": -2.12, "gap_ev": 7.13}